Record 1
Here is a structure of composition C27H29BF3N5O5S6Tc at a distorted geometry from the OMol25 dataset. Energies are from wB97M-V/def2-TZVPD.

Geometry as XYZ:
```
77
Properties=species:S:1:pos:R:3:forces:R:3:lowdin_spin:R:1
Tc 0.8492 0.5691 0.8155 0.457 -0.466 0.969 2.65
S 4.1404 1.1994 3.8059 -0.399 -0.113 -0.411 0.04
C 3.0037 0.7608 2.6906 0.835 0.248 0.879 0.02
S 1.4385 0.1506 3.1162 -0.483 -0.008 -0.447 0.02
S 3.2401 0.8510 0.9842 -0.349 -0.018 -0.424 -0.01
C -0.6699 -4.0150 1.2834 0.105 -0.094 0.020 0.00
N -1.8826 -3.2464 1.4031 -0.031 0.032 -0.187 0.00
C -2.6339 -3.1086 2.5524 -0.055 0.128 0.023 0.00
C -3.6226 -2.2377 2.2612 0.068 -0.084 0.048 0.00
N -3.4818 -1.8568 0.9468 -0.013 0.094 -0.203 0.00
B -4.4392 -0.9229 0.1968 0.019 -0.277 0.174 0.00
N -3.6354 0.2714 -0.4598 -0.076 0.232 0.124 0.00
C -4.1550 0.8730 -1.5775 0.013 -0.091 -0.047 0.00
C -3.4356 1.9822 -1.8463 0.119 -0.021 0.013 0.00
N -2.4578 2.0502 -0.8801 -0.095 0.164 0.103 0.00
C -1.5851 3.1949 -0.7217 -0.068 0.023 -0.010 0.00
C -2.5997 0.9939 -0.0300 0.118 0.117 -0.439 0.02
S -1.5963 0.6964 1.3652 -0.021 -0.129 0.173 0.05
C -2.4020 -2.4719 0.4110 -0.158 -0.091 0.521 0.00
S -1.7956 -2.3228 -1.1623 -0.160 -0.460 -0.115 0.00
H -0.6645 -4.7909 2.0472 -0.010 -0.009 -0.019 0.00
H 0.1880 -3.3629 1.4124 0.113 -0.005 0.006 0.00
H -0.6205 -4.4606 0.2920 0.015 -0.015 -0.003 0.00
H -2.3978 -3.6320 3.4622 0.031 -0.003 -0.046 0.00
H -4.4170 -1.8555 2.8772 0.003 -0.005 -0.053 0.00
H -5.2180 -0.4470 0.9941 0.027 -0.015 -0.031 0.00
H -4.9763 -1.5109 -0.7079 -0.053 0.137 -0.047 0.00
H -4.9908 0.4408 -2.0977 0.008 -0.019 0.046 0.00
H -3.5126 2.7124 -2.6329 0.013 -0.004 0.020 0.00
H -1.1123 3.4324 -1.6748 -0.039 -0.023 0.026 0.00
H -0.8223 2.9703 0.0156 -0.054 0.032 -0.091 0.00
H -2.1652 4.0590 -0.3914 -0.026 0.009 -0.011 0.00
F 0.6374 1.0588 -6.1159 0.004 -0.012 -0.037 0.00
C 0.2634 2.0837 -5.3425 0.017 -0.023 0.043 0.00
F -1.0187 2.3616 -5.6340 -0.036 0.030 -0.039 0.00
F 0.9972 3.1492 -5.6875 0.008 0.035 -0.046 0.00
C 0.4094 1.7472 -3.8817 -0.016 -0.061 0.142 0.01
C 1.2247 2.4975 -3.0492 0.056 0.010 -0.005 0.00
C 1.2958 2.1496 -1.7160 0.149 -0.064 0.010 0.02
N 0.6089 1.1190 -1.2086 -0.034 0.553 -0.776 0.02
C -0.1676 0.3875 -2.0211 -0.006 0.111 0.222 0.02
C -0.2973 0.6760 -3.3627 0.059 0.121 -0.142 0.00
H 1.7955 3.3343 -3.4234 0.005 -0.013 0.004 0.00
H 1.9218 2.6986 -1.0239 -0.012 0.002 0.012 0.00
H -0.7115 -0.4399 -1.5663 0.042 -0.024 -0.028 0.00
H -0.9342 0.0625 -3.9848 -0.038 -0.018 0.040 0.00
O 2.0795 -1.0849 -1.6638 -0.092 -0.107 0.103 0.02
C 1.7910 -1.7677 -0.6989 0.420 0.047 -0.254 0.01
O 1.1231 -1.3275 0.3572 -0.191 0.404 0.057 0.08
C 2.2244 -3.1925 -0.6088 -0.145 -0.005 0.132 0.00
C 2.1825 -3.9711 -1.7535 0.006 0.011 -0.063 0.00
C 2.5505 -5.3180 -1.7276 -0.004 -0.011 -0.034 0.00
C 2.9758 -5.8175 -0.5232 0.027 -0.021 0.002 0.00
O 3.3844 -7.0892 -0.2334 0.013 -0.015 -0.022 0.00
C 3.7682 -7.0819 1.1410 0.017 -0.002 0.042 0.00
O 3.5219 -5.7776 1.6622 -0.003 -0.015 -0.009 0.00
C 3.0527 -5.0310 0.6123 -0.002 -0.017 0.055 0.00
C 2.6772 -3.7160 0.6107 -0.037 0.092 0.080 0.00
H 1.8525 -3.5169 -2.6776 -0.038 -0.013 0.021 0.00
H 2.5045 -5.9405 -2.6100 -0.008 0.008 0.004 0.00
H 4.8316 -7.3147 1.2251 0.029 0.034 -0.035 0.00
H 3.1715 -7.8129 1.6884 -0.049 0.010 -0.002 0.00
H 2.7399 -3.0996 1.4982 -0.060 -0.023 0.009 0.00
O 0.8359 2.7019 1.2856 -0.027 -0.231 -0.267 0.01
S 0.5864 3.2758 2.6892 0.017 0.064 0.238 0.01
C 1.7503 4.6782 2.7328 0.017 -0.007 0.096 0.00
C 0.9496 5.9758 2.5954 -0.057 -0.047 -0.067 0.00
C -0.3227 5.6221 1.8263 0.013 0.018 0.014 0.00
C -0.8457 4.3675 2.5080 0.114 -0.026 -0.112 0.00
H 2.4068 4.4878 1.8836 0.002 -0.037 0.014 0.00
H 2.3330 4.6044 3.6492 0.016 -0.009 -0.026 0.00
H 1.5386 6.7414 2.0918 0.016 -0.008 0.017 0.00
H 0.6838 6.3562 3.5832 0.011 0.021 -0.001 0.00
H -0.0841 5.4013 0.7826 -0.020 0.019 0.000 0.00
H -1.0570 6.4271 1.8437 -0.002 -0.006 0.004 0.00
H -1.6026 3.7980 1.9749 -0.056 -0.012 0.044 0.00
H -1.1987 4.5703 3.5223 0.019 -0.026 -0.001 0.00
```
Forces are in eV/Å.

The spin multiplicity is 4. As for the expectation value of S²: 3.788. As for the relative energy (zero: lowest compared OMol25 entry of this formula, charge and spin): 18.4 kcal per mole. The calculation puts the HOMO energy (alpha / beta) at -6.84 / -6.84 eV. The LUMO energy (alpha / beta) comes out at -0.58 / -1.96 eV.

=====

Record 2
Here is a structure of composition C10H14FN2S2 at a distorted geometry from the OMol25 dataset. Energies are from wB97M-V/def2-TZVPD.

Geometry as XYZ:
```
29
Properties=species:S:1:pos:R:3:forces:R:3:mulliken_charge:R:1
C -3.5385 0.9145 -0.2379 -1.288 -0.551 0.132 -0.57
C -4.2913 -0.2289 0.0365 0.393 0.277 -0.076 0.47
C -1.8666 -0.4758 0.0574 -1.674 -0.078 0.064 -0.27
C -0.5333 -0.9332 0.1367 1.641 0.228 -0.151 -0.07
C 0.4992 -0.0918 -0.1172 -2.268 -0.064 0.161 -0.05
C 2.7119 0.4997 -0.3363 4.113 -0.755 -0.443 -0.02
C 5.2799 0.3367 0.8000 0.077 -0.119 -0.114 -0.98
C 2.2179 -1.7826 0.1848 0.366 -1.011 0.193 -1.08
C -6.5937 1.2546 -0.1857 0.332 -0.316 0.000 -0.91
C 4.6326 0.2696 -0.5434 -3.698 0.353 0.567 0.08
N -2.2307 0.7495 -0.2208 1.554 -0.258 0.047 -0.38
N 1.8402 -0.4143 -0.1014 1.133 0.638 -0.144 0.13
F 4.7873 -0.9073 -1.1698 0.205 -0.255 -0.073 -0.24
S -3.2399 -1.5618 0.3271 0.394 0.990 -0.209 -0.16
S -5.9986 -0.4336 0.1078 -0.449 -0.035 0.023 0.02
H -3.9398 1.8850 -0.4595 -0.215 0.132 -0.020 0.41
H -0.3999 -1.9722 0.3976 0.190 -0.105 0.006 0.42
H 0.2720 0.9335 -0.3701 0.072 0.048 -0.011 0.37
H 2.4280 1.5196 -0.5250 -0.549 0.173 0.024 0.36
H 4.9781 -0.4928 1.4356 -0.070 -0.020 0.000 0.30
H 6.3607 0.2831 0.6675 0.050 0.032 -0.018 0.35
H 5.0386 1.2762 1.2877 -0.019 0.100 0.047 0.36
H 1.7323 -2.4551 -0.5220 -0.017 0.129 -0.007 0.40
H 1.9029 -2.0465 1.1951 -0.045 0.132 -0.060 0.37
H 3.2915 -1.9103 0.1013 -0.090 0.111 -0.011 0.37
H -6.1930 1.9202 0.5715 -0.032 0.120 0.040 0.31
H -7.6746 1.2022 -0.0982 -0.033 -0.016 0.012 0.35
H -6.3218 1.5808 -1.1856 -0.021 0.066 -0.029 0.31
H 4.8486 1.0811 -1.2338 -0.052 0.058 0.052 0.35
```
Forces are in eV/Å.

The spin multiplicity is 1. As for the charge: +1. As for the relative energy (zero: lowest compared OMol25 entry of this formula, charge and spin): 0.0 kcal per mole. The calculation puts the HOMO energy (alpha / beta) at -10.64 / -10.64 eV. The LUMO energy (alpha / beta) comes out at -4.49 / -4.49 eV.

=====

Record 3
Here is a cluster of 2 separate species, C3H6IN5 in total at a distorted geometry from the OMol25 dataset. Energies are from wB97M-V/def2-TZVPD.

Geometry as XYZ:
```
15
Properties=species:S:1:pos:R:3:forces:R:3:mulliken_charge:R:1
C -1.2629 -0.1098 0.5407 3.481 0.376 -1.497 0.23
C 2.1100 -0.8339 -1.0269 0.393 3.198 -1.476 -0.66
C 0.7417 0.9640 0.2205 -2.630 -1.614 -1.929 -0.58
N -1.5622 -1.3826 0.7781 0.662 1.350 0.149 -0.28
N -2.3881 0.5898 0.5470 0.092 1.788 -0.111 0.22
N -2.8911 -1.3668 1.0102 -0.224 -1.492 0.714 -0.30
N -3.3658 -0.2076 0.9186 -2.415 0.155 -0.492 -0.42
N 1.7757 0.1424 0.1097 0.260 -0.674 -3.685 -0.17
I 0.2567 2.4215 -1.2538 0.174 -0.482 -0.047 0.08
H 1.4002 -1.6392 -1.0650 -0.179 -0.499 0.289 0.31
H 1.9343 -0.1930 -2.0009 0.509 -1.389 1.753 0.22
H 3.2156 -1.1682 -1.0214 -1.990 0.659 0.379 0.27
H 0.5666 1.4366 1.1152 0.184 0.709 2.070 0.61
H 2.0956 -0.1846 0.9378 1.110 -1.092 3.174 0.25
H -2.6266 1.5314 0.1903 0.574 -0.992 0.709 0.24
```
Forces are in eV/Å.

The spin multiplicity is 1. As for the relative energy (zero: lowest compared OMol25 entry of this formula, charge and spin): 53.4 kcal per mole. The calculation puts the HOMO energy at -9.04 eV. The LUMO energy comes out at -0.37 eV.

=====

Record 4
Here is the molecule C4H9N at a distorted geometry from the OMol25 dataset. Energies are from wB97M-V/def2-TZVPD.

Geometry as XYZ:
```
14
Properties=species:S:1:pos:R:3:forces:R:3:mulliken_charge:R:1
H -1.5062 -2.0559 0.2923 3.488 1.309 1.268 0.24
N -0.4543 -1.5159 0.5265 -4.603 -2.915 -1.450 -0.57
C -0.6772 -0.3460 0.1502 4.081 2.732 0.845 0.53
C -1.9194 0.3913 -0.2073 0.069 -0.352 -0.311 -1.16
C 0.7639 0.5881 0.2390 -2.819 -0.663 -0.445 -0.41
C 2.0123 -0.1607 -0.1597 0.183 -0.305 0.058 -1.11
H -2.1308 1.1392 0.5609 0.028 -0.019 -0.089 0.26
H -1.7673 0.9005 -1.1620 -0.162 0.055 0.084 0.28
H -2.7589 -0.3036 -0.2840 -0.046 0.113 -0.007 0.40
H 0.8204 0.9770 1.2572 -0.029 -0.053 0.008 0.29
H 0.5893 1.4388 -0.4248 0.087 0.059 0.043 0.32
H 1.9021 -0.6195 -1.1475 0.013 0.029 0.148 0.30
H 2.8741 0.5164 -0.1998 -0.177 -0.042 0.016 0.35
H 2.2522 -0.9499 0.5590 -0.113 0.053 -0.167 0.29
```
Forces are in eV/Å.

The spin multiplicity is 1. As for the SMILES: [H]/N=C(\C)CC. As for the relative energy (zero: lowest compared OMol25 entry of this formula, charge and spin): 22.6 kcal per mole. The calculation puts the HOMO energy at -9.61 eV. The LUMO energy comes out at 1.02 eV.

=====

Record 5
Here is a cluster of 2 separate species, C4H7N2S in total at a distorted geometry from the OMol25 dataset. Energies are from wB97M-V/def2-TZVPD.

Geometry as XYZ:
```
14
Properties=species:S:1:pos:R:3:forces:R:3:mulliken_charge:R:1
C 2.5724 1.5603 -0.2775 -1.951 0.349 0.052 -0.55
C -2.2230 0.7458 0.0771 -2.177 2.797 -4.230 -0.08
C 1.4154 0.9303 -0.0926 0.281 -1.481 0.096 0.03
C -0.1380 -1.3579 0.0984 -0.677 0.865 -0.154 0.35
N -1.6889 0.0885 0.9153 3.182 -3.866 1.854 -0.38
N -0.7249 -2.5290 0.0469 -0.327 0.514 1.923 -0.34
S 1.4136 -0.9621 -0.2965 -0.090 1.804 0.115 -0.06
H 2.4082 2.6301 -0.1111 0.915 -0.194 -0.177 0.23
H 3.4885 1.1215 -0.6472 0.025 0.136 0.209 0.29
H -3.1566 1.2086 0.3814 -0.418 0.365 0.685 0.33
H -2.0791 1.0464 -1.0072 0.611 -0.893 0.999 0.26
H 0.4526 1.3690 0.2457 0.936 -0.531 -0.281 0.28
H -1.5606 -2.4109 0.6890 0.831 -1.344 -1.212 0.33
H -0.1796 -3.4406 -0.0220 -1.140 1.480 0.122 0.30
```
Forces are in eV/Å.

The spin multiplicity is 1. As for the charge: +1. As for the relative energy (zero: lowest compared OMol25 entry of this formula, charge and spin): 127.0 kcal per mole. The calculation puts the HOMO energy (alpha / beta) at -13.90 / -13.88 eV. The LUMO energy (alpha / beta) comes out at -5.77 / -5.24 eV.

=====

Record 6
Here is a structure of composition C28H46BeBrN3P2 at a distorted geometry from the OMol25 dataset. Energies are from wB97M-V/def2-TZVPD.

Geometry as XYZ:
```
81
Properties=species:S:1:pos:R:3:forces:R:3:mulliken_charge:R:1
N -5.5100 -1.7151 3.8449 -0.330 0.066 0.494 -0.51
C -4.9682 -0.6874 4.5107 0.470 0.510 -0.653 -0.42
C -4.7639 0.5814 3.9302 -0.607 -0.196 -0.217 -0.35
C -5.2617 0.7835 2.6026 -0.043 -0.491 0.106 0.71
C -5.7863 -0.3301 1.9217 -0.352 -0.431 0.608 -0.26
C -5.9516 -1.5302 2.6065 0.481 0.544 -0.415 -0.47
C -5.2050 2.0269 1.8714 -0.339 -0.111 1.443 -0.69
Be 0.0317 1.6078 -1.0932 0.364 -0.859 -0.405 -0.69
P 3.9640 -0.1769 -1.0193 1.400 1.889 -2.641 0.43
C -5.2454 2.0143 0.4784 0.828 0.786 -1.764 -0.29
C -4.1577 2.5428 -0.2897 -1.510 0.481 0.754 0.47
C -3.9429 2.0186 -1.5942 0.626 -0.735 -0.631 -0.79
C -2.6299 1.6652 -1.9246 -1.848 0.468 0.111 -0.14
C -1.6056 2.0833 -1.0732 1.291 0.110 -1.006 1.08
C -1.8201 3.0919 -0.1368 -1.938 1.225 0.824 -0.37
C -3.1194 3.2867 0.3328 1.310 -0.621 0.035 -0.88
Br 1.4390 2.0892 -2.4851 -0.039 0.236 -0.437 -0.43
H -5.1330 2.9340 2.4932 0.728 -0.225 -0.685 0.62
H -5.9501 1.3865 -0.0950 0.533 0.109 0.574 0.62
H -4.2376 1.3675 4.4957 -0.543 -0.327 -0.362 0.44
H -6.1347 -0.2626 0.8971 -0.014 -0.058 0.256 0.17
H -4.6508 -0.8944 5.5399 -0.080 0.131 -0.453 0.39
H -6.4271 -2.3550 2.0870 0.087 -0.167 0.246 0.39
H -4.7917 1.8134 -2.2622 0.350 -0.259 0.507 0.46
H -3.3132 3.8270 1.2574 0.005 0.083 -0.281 0.38
H -2.4539 1.0472 -2.8119 0.103 0.318 0.355 0.46
H -1.0262 3.7442 0.2392 -0.027 -0.598 0.122 0.56
P -0.2337 -1.2733 -0.9920 -0.247 -0.959 -0.738 0.62
C 4.2819 1.6315 -0.6898 -0.925 -0.078 1.188 -0.25
C 5.0120 2.5665 -1.6599 0.302 0.153 -0.360 -1.52
H 4.7431 1.7151 0.3084 -0.177 -0.235 -0.216 0.63
H 3.2477 2.0136 -0.5957 0.466 -0.054 0.145 0.05
H 5.0745 3.5598 -1.1868 -0.114 -0.402 -0.021 0.43
H 6.0444 2.2494 -1.8688 -0.393 0.083 0.034 0.35
H 4.4614 2.7038 -2.6025 0.189 -0.063 0.452 0.32
C 3.9710 -0.3620 -2.8970 -1.624 -1.045 1.012 -0.27
C 5.0455 0.2287 -3.7784 0.549 0.366 -0.111 -1.38
H 2.9731 0.0318 -3.1744 0.531 -0.268 0.025 0.25
H 3.9493 -1.4550 -3.0312 -0.187 0.215 -0.056 0.38
H 4.6800 0.1853 -4.8029 -0.025 -0.072 -0.051 0.40
H 5.2437 1.2685 -3.5538 0.073 -0.157 -0.202 0.23
H 5.9855 -0.3212 -3.7451 -0.083 -0.030 0.046 0.38
C 5.3135 -1.1786 -0.4027 -0.423 -0.977 0.981 -0.49
C 6.6199 -0.4944 -0.7131 0.632 0.569 -0.210 -1.17
H 5.2645 -2.1746 -0.8618 -0.193 0.204 0.063 0.43
H 5.1694 -1.3121 0.6795 0.190 -0.065 -0.192 0.44
H 7.4582 -1.1526 -0.4825 -0.079 -0.037 0.057 0.40
H 6.6904 -0.2311 -1.7700 0.097 -0.023 0.147 0.20
H 6.7308 0.4175 -0.1248 0.098 -0.056 -0.061 0.34
C 0.4839 -2.6528 0.0262 -0.033 0.384 0.177 -0.39
C 1.9072 -3.0722 -0.3360 0.123 -0.223 0.043 -0.99
H -0.2058 -3.5047 -0.0989 0.229 0.284 0.195 0.58
H 0.4448 -2.3250 1.0763 0.031 -0.324 -0.196 -0.11
H 2.0728 -4.1037 0.0033 0.136 0.292 -0.080 0.45
H 2.1037 -3.0506 -1.4139 -0.100 -0.037 0.136 0.23
H 2.6567 -2.4370 0.1553 -0.142 -0.080 -0.036 0.07
C -0.3866 -2.2968 -2.5535 0.139 0.152 0.260 -0.73
C -1.3612 -1.7696 -3.6074 0.120 -0.044 -0.235 -1.24
H -0.6880 -3.3086 -2.2264 0.146 0.325 -0.198 0.49
H 0.6346 -2.3566 -2.9713 -0.444 -0.108 0.054 0.26
H -1.5395 -2.5610 -4.3507 -0.042 0.330 0.184 0.42
H -2.3292 -1.4891 -3.1706 0.191 -0.102 -0.148 0.24
H -0.9518 -0.9034 -4.1452 -0.121 -0.142 0.198 0.31
C -1.9948 -1.3492 -0.3792 0.023 0.383 -0.363 0.14
C -2.2484 -1.6965 1.0833 -0.155 -0.068 0.207 -0.93
H -2.5338 -2.0442 -1.0410 0.113 0.151 0.241 0.59
H -2.3734 -0.3352 -0.5782 -0.214 -0.497 0.049 -0.67
H -3.3112 -1.9334 1.2113 0.201 0.033 0.073 0.27
H -1.6773 -2.5657 1.4273 -0.204 0.168 -0.056 0.39
H -2.0388 -0.8521 1.7534 0.105 -0.099 -0.089 0.03
C 1.0328 -0.5977 3.4824 0.054 -0.273 -0.227 -0.73
N 0.6666 0.6662 2.8180 0.330 -0.498 -0.097 0.03
C -0.3366 1.4998 3.5080 -0.398 0.395 -0.317 -0.87
C 0.7501 0.8289 1.5204 -1.679 1.887 -2.189 1.04
N 0.5363 1.2392 0.4263 1.537 -1.313 3.812 -0.32
H 0.9280 -0.4208 4.5563 0.251 -0.181 -0.261 0.30
H 2.0645 -0.8763 3.2343 -0.279 0.114 0.158 0.28
H 0.3549 -1.4142 3.1863 0.171 0.270 0.145 0.30
H -0.1465 2.5582 3.2627 -0.096 -0.448 0.278 0.33
H -1.3641 1.2367 3.1804 0.506 0.056 0.232 0.22
H -0.2242 1.3113 4.5822 -0.068 0.264 -0.359 0.36
```
Forces are in eV/Å.

The spin multiplicity is 1. As for the charge: +2. As for the relative energy (zero: lowest compared OMol25 entry of this formula, charge and spin): 53.2 kcal per mole. The calculation puts the HOMO energy (alpha / beta) at -13.41 / -13.50 eV. The LUMO energy (alpha / beta) comes out at -8.20 / -7.69 eV.

=====

no.,E (eV)
1,-122199.940
2,-37956.443
3,-18754.787
4,-5782.830
5,-18064.886
6,-123257.100